Here is the ion C8H9F3N3 with charge +1 in a non-equilibrium geometry from the Open Molecules 2025 dataset. Energies are from ωB97M-V/def2-TZVPD.

Each line ends with the Löwdin charge.
CARTESIAN COORDINATES (ANGSTROEM)
C: 2.9467 -1.2836 0.5997  -0.0347
C: -2.6345 1.5797 -0.8926  0.0251
F: -2.5684 -0.0840 1.5232  0.2281
N: -0.3302 1.2187 -0.1228  0.2163
H: -3.3349 2.0503 -0.2810  0.1164
C: 0.6990 0.3227 0.1752  -0.2057
F: -1.2418 -1.3765 0.4726  0.1873
N: 0.9399 -0.7908 -0.6520  -0.1693
C: 2.0666 -1.4833 -0.3790  -0.0457
C: -2.1347 -0.4268 0.3511  -0.6037
H: 0.3195 -1.9208 -1.9941  0.1084
H: 1.6726 1.5260 1.7708  0.1250
C: 2.7221 -0.1984 1.4449  -0.0388
H: -3.1169 0.9100 -1.5878  0.1338
H: 0.0882 2.1843 -0.0029  0.2274
N: 0.0871 -0.9831 -1.5735  0.1085
F: -3.2170 -0.9033 -0.3106  0.1622
C: -1.6166 0.9396 -0.2140  -0.0839
H: 3.4862 -0.0137 2.1968  0.1186
H: 3.8137 -1.8808 0.6695  0.1200
H: 2.0873 -2.4565 -0.8531  0.1428
C: 1.6005 0.6254 1.1821  0.0229
H: -2.3346 2.4449 -1.5224  0.1392

- total charge = +1
- electronic energy (Eh) = -773.729288
- 2S+1 = 1
- Kohn-Sham gap (alpha / beta) (eV) = 6.1460 / 6.1566
- highest occupied orbital energy (alpha / beta) (eV) = -11.579 / -11.585